{
  "formula": "C5H12N4O2S",
  "method": "wB97M-V/def2-TZVPD",
  "elements": ["C", "N", "C", "C", "N", "C", "N", "C", "S", "N", "O", "O", "H", "H", "H", "H", "H", "H", "H", "H", "H", "H", "H", "H"],
  "positions_angstrom": [[-0.98, -2.63, 0.89], [-0.15, -1.49, 0.56], [-0.40, -0.36, 0.15], [0.19, 0.94, 0.09], [-0.21, 1.75, 1.30], [1.65, 0.58, 0.18], [2.40, 0.66, -0.83], [3.82, 0.26, -0.66], [-2.42, 0.19, -0.17], [-2.19, 0.99, -1.71], [-3.36, -0.85, -0.57], [-2.95, 1.22, 0.68], [-2.10, -2.24, 0.70], [-0.88, -3.07, 1.81], [-0.66, -3.46, 0.08], [0.07, 1.60, -0.85], [-1.06, 2.18, 0.96], [-0.38, 1.23, 2.16], [2.01, 0.15, 1.22], [4.53, 1.09, -0.87], [4.17, -0.42, -1.53], [4.12, -0.11, 0.45], [-2.24, 0.20, -2.35], [-2.96, 1.60, -1.68]],
  "nbo_charge": [-0.440, -0.379, 0.296, -0.257, -0.794, 0.143, -0.404, -0.457, 1.989, -1.061, -0.965, -0.963, 0.228, 0.222, 0.228, 0.304, 0.393, 0.372, 0.157, 0.213, 0.219, 0.180, 0.390, 0.388],
  "orbital_gap_ev": 9.45,
  "relative_energy_kcal_mol": 33.4,
  "multiplicity": 1
}

{
  "formula": "C2H7N5O",
  "method": "wB97M-V/def2-TZVPD",
  "elements": ["C", "C", "H", "H", "H", "H", "H", "H", "H", "N", "N", "N", "N", "N", "O"],
  "positions_angstrom": [[0.96, 0.32, 0.14], [-2.42, 0.10, -0.08], [2.66, 0.60, -1.08], [3.39, -1.38, -1.01], [2.02, -0.51, 1.52], [-0.52, -0.74, 0.96], [-1.33, 2.03, 0.21], [-3.20, 1.02, -0.07], [-3.63, -1.45, -0.69], [3.15, -0.39, -0.29], [1.95, -0.70, 0.37], [-0.19, 0.17, 0.85], [-1.26, 0.68, 0.37], [-2.54, -1.05, -0.57], [0.97, 1.31, -0.65]],
  "nbo_charge": [0.739, 0.267, 0.392, 0.348, 0.365, 0.400, 0.392, 0.138, 0.372, -0.675, -0.478, -0.463, -0.413, -0.755, -0.629],
  "orbital_gap_ev": 8.86,
  "relative_energy_kcal_mol": 159.1,
  "multiplicity": 1
}

{
  "formula": "C11H13NO2S",
  "method": "wB97M-V/def2-TZVPD",
  "elements": ["C", "C", "C", "C", "C", "C", "C", "C", "C", "C", "C", "N", "O", "O", "S", "H", "H", "H", "H", "H", "H", "H", "H", "H", "H", "H", "H", "H"],
  "positions_angstrom": [[2.54, -1.53, 0.41], [2.75, -0.22, 0.60], [1.26, -1.99, 0.23], [1.77, 0.74, 0.48], [0.19, -1.08, 0.19], [0.44, 0.32, 0.16], [-0.78, 2.32, 1.06], [-1.14, -1.77, 0.14], [-2.05, -0.98, -0.92], [-0.61, 1.38, -0.14], [-0.52, 2.09, -1.48], [-1.16, 1.76, 2.24], [-0.50, 3.51, 0.96], [-3.24, 1.36, -1.18], [-2.53, 0.55, -0.15], [3.42, -2.13, 0.61], [3.81, 0.05, 0.71], [1.02, -3.03, 0.14], [1.77, 1.78, 0.53], [-1.15, -2.86, -0.01], [-1.79, -1.51, 1.01], [-1.37, -0.87, -1.85], [-2.97, -1.58, -1.19], [-1.45, 2.77, -1.66], [-0.25, 1.40, -2.24], [0.28, 2.78, -1.43], [-1.67, 0.89, 2.33], [-0.98, 2.21, 3.18]],
  "lowdin_spin": [0.200, 0.070, 0.041, 0.160, 0.158, 0.270, 0.054, 0.035, 0.052, 0.211, 0.052, 0.031, 0.052, 0.258, 0.280, 0.013, 0.000, 0.000, 0.009, 0.003, 0.010, 0.006, 0.016, -0.001, 0.002, 0.012, 0.003, 0.002],
  "orbital_gap_ev": [4.10, 4.38],
  "relative_energy_kcal_mol": 8.3,
  "multiplicity": 3,
  "s_squared": 2.03
}

{
  "formula": "CH3N3S",
  "method": "wB97M-V/def2-TZVPD",
  "elements": ["C", "N", "N", "S", "N", "H", "H", "H"],
  "positions_angstrom": [[0.73, -0.28, 0.07], [-0.24, -1.30, -0.13], [-1.54, -0.82, 0.14], [-1.64, 0.75, 0.31], [0.08, 1.01, 0.03], [0.87, -0.41, 1.10], [1.50, -0.50, -0.68], [0.22, 1.55, -0.84]],
  "nbo_charge": [-0.150, -0.180, -0.390, 0.706, -0.789, 0.192, 0.231, 0.379],
  "orbital_gap_ev": [8.57, 8.57],
  "relative_energy_kcal_mol": 30.5,
  "multiplicity": 1
}

{
  "formula": "C19H18F9INO3P",
  "method": "wB97M-V/def2-TZVPD",
  "elements": ["O", "C", "N", "P", "O", "I", "O", "C", "C", "C", "F", "F", "C", "F", "F", "C", "F", "F", "C", "F", "F", "F", "H", "H", "H", "H", "H", "H", "C", "C", "C", "C", "C", "C", "H", "H", "H", "H", "H", "H", "C", "C", "C", "C", "C", "C", "H", "H", "H", "H", "H", "H"],
  "positions_angstrom": [[-3.17, 5.62, 3.22], [-3.66, 4.78, 2.47], [-4.96, 4.81, 1.82], [-5.34, 6.29, 0.96], [-4.14, 7.47, 1.15], [-5.21, 5.74, -1.48], [-2.88, 3.59, 2.25], [-2.71, 2.88, 3.51], [-1.78, 1.59, 3.40], [-0.42, 1.84, 2.56], [-0.04, 3.21, 2.57], [0.61, 1.18, 3.30], [-0.50, 1.37, 1.04], [-1.88, 1.34, 0.67], [0.15, 2.35, 0.25], [0.11, -0.07, 0.75], [1.51, -0.13, 0.97], [-0.57, -0.97, 1.61], [-0.12, -0.61, -0.76], [-0.58, 0.35, -1.65], [1.12, -1.06, -1.28], [-0.96, -1.77, -0.79], [-5.73, 4.55, 2.45], [-4.61, 8.33, 1.27], [-3.74, 2.50, 3.85], [-2.31, 3.52, 4.35], [-1.44, 1.33, 4.47], [-2.34, 0.66, 3.03], [0.78, -5.05, 2.09], [0.65, -4.09, 1.09], [1.07, -4.37, -0.20], [1.62, -5.61, -0.50], [1.77, -6.57, 0.50], [1.35, -6.29, 1.80], [0.45, -4.83, 3.10], [0.21, -3.12, 1.32], [0.96, -3.63, -0.98], [1.95, -5.83, -1.51], [2.21, -7.53, 0.27], [1.46, -7.03, 2.58], [3.48, -1.09, -3.34], [4.58, -1.21, -4.18], [4.53, -0.68, -5.47], [3.38, -0.03, -5.91], [2.28, 0.08, -5.07], [2.33, -0.44, -3.79], [3.52, -1.49, -2.33], [5.47, -1.72, -3.84], [5.39, -0.77, -6.12], [3.34, 0.38, -6.91], [1.38, 0.58, -5.42], [1.47, -0.35, -3.13]],
  "nbo_charge": [-0.513, 0.899, -1.010, 1.074, -0.972, -0.173, -0.545, -0.075, -0.484, 0.658, -0.320, -0.340, 0.589, -0.313, -0.299, 0.576, -0.285, -0.313, 0.933, -0.296, -0.318, -0.307, 0.435, 0.512, 0.181, 0.211, 0.255, 0.248, -0.233, -0.163, -0.238, -0.202, -0.218, -0.214, 0.210, 0.201, 0.216, 0.212, 0.212, 0.212, -0.224, -0.219, -0.215, -0.214, -0.233, -0.163, 0.212, 0.212, 0.212, 0.211, 0.211, 0.206],
  "orbital_gap_ev": 8.91,
  "multiplicity": 1
}

{
  "formula": "C2H8N2O3S",
  "method": "wB97M-V/def2-TZVPD",
  "elements": ["C", "C", "N", "N", "O", "O", "O", "S", "H", "H", "H", "H", "H", "H", "H", "H"],
  "positions_angstrom": [[0.35, -0.94, -0.30], [1.45, -1.01, 0.42], [1.41, -1.34, 1.81], [0.34, -0.66, -1.73], [-1.00, 2.08, 1.20], [-2.80, 1.33, -0.27], [-0.66, 2.28, -1.19], [-1.72, 2.57, -0.01], [-0.61, -1.10, 0.07], [-3.07, 0.98, 0.63], [2.43, -1.18, -0.06], [0.66, -0.91, 2.30], [2.31, -1.42, 2.26], [-0.04, 1.54, -1.05], [1.29, -0.91, -2.07], [-0.33, -1.28, -2.01]],
  "nbo_charge": [-0.116, -0.070, -0.839, -0.822, -0.964, -0.911, -0.901, 1.733, 0.187, 0.504, 0.182, 0.384, 0.381, 0.531, 0.361, 0.361],
  "orbital_gap_ev": 8.42,
  "relative_energy_kcal_mol": 32.9,
  "multiplicity": 1
}

{
  "formula": "C47H98N6O5",
  "method": "wB97M-V/def2-TZVPD",
  "elements": ["C", "C", "C", "C", "C", "C", "C", "C", "C", "N", "O", "H", "H", "H", "H", "H", "H", "H", "H", "H", "H", "H", "H", "H", "H", "H", "H", "H", "H", "H", "C", "C", "C", "C", "C", "C", "C", "C", "C", "N", "O", "H", "H", "H", "H", "H", "H", "H", "H", "H", "H", "H", "H", "H", "H", "H", "H", "H", "H", "H", "C", "C", "C", "C", "C", "C", "C", "C", "C", "N", "O", "H", "H", "H", "H", "H", "H", "H", "H", "H", "H", "H", "H", "H", "H", "H", "H", "H", "H", "H", "C", "C", "C", "C", "C", "C", "C", "C", "C", "N", "O", "H", "H", "H", "H", "H", "H", "H", "H", "H", "H", "H", "H", "H", "H", "H", "H", "H", "H", "H", "C", "C", "C", "C", "C", "C", "C", "C", "C", "N", "O", "H", "H", "H", "H", "H", "H", "H", "H", "H", "H", "H", "H", "H", "H", "H", "H", "H", "H", "H", "C", "C", "N", "H", "H", "H"],
  "positions_angstrom": [[-25.49, 0.69, -11.90], [-26.96, 0.67, -12.17], [-27.27, 1.83, -13.14], [-27.30, -0.68, -12.78], [-28.77, -1.01, -12.81], [-29.20, -0.99, -11.38], [-29.00, 0.31, -10.60], [-30.06, 1.34, -10.97], [-29.20, -0.03, -9.13], [-27.56, 0.62, -10.81], [-27.19, 1.77, -10.13], [-25.14, 1.66, -11.53], [-25.23, -0.02, -11.16], [-24.99, 0.46, -12.83], [-26.48, 1.87, -13.90], [-28.23, 1.70, -13.69], [-27.35, 2.79, -12.61], [-26.93, -0.52, -13.80], [-26.62, -1.46, -12.34], [-29.28, -0.30, -13.46], [-28.92, -2.05, -13.21], [-28.64, -1.78, -10.87], [-30.28, -1.14, -11.25], [-30.06, 2.27, -10.41], [-31.03, 0.92, -10.73], [-30.09, 1.57, -12.04], [-29.19, 0.91, -8.52], [-28.32, -0.60, -8.85], [-30.14, -0.59, -8.94], [-27.60, 2.56, -10.60], [-29.34, 1.09, -3.02], [-28.91, 0.97, -4.53], [-28.04, -0.35, -4.59], [-30.10, 0.65, -5.38], [-30.96, 1.95, -5.70], [-30.13, 3.11, -6.18], [-28.83, 3.43, -5.37], [-27.85, 4.18, -6.25], [-29.12, 4.35, -4.21], [-28.18, 2.09, -5.09], [-27.15, 2.43, -4.14], [-28.62, 1.64, -2.42], [-30.29, 1.65, -2.92], [-29.51, 0.12, -2.54], [-27.28, -0.24, -3.80], [-28.74, -1.17, -4.29], [-27.66, -0.60, -5.60], [-29.87, 0.04, -6.29], [-30.70, 0.06, -4.72], [-31.71, 1.66, -6.42], [-31.55, 2.31, -4.86], [-30.73, 4.01, -6.16], [-29.86, 2.94, -7.24], [-27.47, 3.46, -6.97], [-27.05, 4.64, -5.64], [-28.41, 4.91, -6.86], [-28.25, 4.45, -3.58], [-29.99, 4.03, -3.63], [-29.42, 5.30, -4.67], [-26.27, 2.24, -4.53], [-22.27, 1.89, -2.45], [-22.63, 0.88, -1.37], [-21.60, -0.21, -1.47], [-22.52, 1.54, 0.01], [-23.15, 0.76, 1.10], [-24.63, 0.46, 0.82], [-24.74, -0.28, -0.58], [-24.28, -1.71, -0.42], [-26.26, -0.33, -0.96], [-24.07, 0.49, -1.63], [-24.06, -0.22, -2.81], [-22.32, 1.42, -3.42], [-23.04, 2.64, -2.36], [-21.31, 2.36, -2.23], [-21.73, -0.74, -2.41], [-20.62, 0.30, -1.48], [-21.61, -0.90, -0.61], [-21.44, 1.64, 0.21], [-22.94, 2.53, 0.05], [-22.61, -0.18, 1.26], [-23.07, 1.23, 2.09], [-25.13, 1.44, 0.63], [-25.17, -0.23, 1.47], [-24.93, -2.15, 0.36], [-23.25, -1.85, -0.06], [-24.34, -2.24, -1.36], [-26.50, -1.14, -1.63], [-26.60, 0.61, -1.43], [-26.90, -0.52, -0.10], [-24.64, 0.28, -3.37], [-21.30, 5.70, -6.08], [-21.34, 4.23, -6.51], [-22.74, 3.73, -6.18], [-21.18, 4.02, -8.05], [-19.76, 4.31, -8.47], [-18.93, 3.27, -7.79], [-19.00, 3.39, -6.23], [-18.11, 2.32, -5.55], [-18.25, 4.72, -5.93], [-20.41, 3.31, -5.82], [-20.48, 3.54, -4.41], [-22.15, 6.26, -6.56], [-21.38, 5.80, -4.98], [-20.42, 6.17, -6.57], [-22.81, 2.74, -6.51], [-22.87, 3.68, -5.11], [-23.52, 4.32, -6.68], [-21.49, 2.98, -8.31], [-21.95, 4.64, -8.54], [-19.61, 4.13, -9.57], [-19.34, 5.28, -8.36], [-17.89, 3.35, -8.05], [-19.18, 2.26, -8.19], [-17.32, 1.86, -6.15], [-18.74, 1.46, -5.36], [-17.71, 2.77, -4.63], [-17.23, 4.54, -6.30], [-18.22, 4.95, -4.83], [-18.58, 5.60, -6.46], [-21.08, 2.88, -4.06], [-25.86, -3.30, -6.01], [-26.12, -4.61, -6.79], [-25.47, -5.73, -5.96], [-27.64, -4.87, -6.81], [-28.29, -4.09, -7.89], [-27.69, -4.33, -9.29], [-26.19, -4.01, -9.31], [-25.64, -4.58, -10.68], [-25.91, -2.50, -9.35], [-25.57, -4.78, -8.20], [-24.14, -4.37, -8.13], [-24.90, -2.80, -6.15], [-26.61, -2.52, -6.22], [-26.02, -3.53, -4.93], [-25.67, -6.73, -6.36], [-24.39, -5.63, -5.96], [-25.80, -5.65, -4.93], [-27.87, -5.94, -6.95], [-28.03, -4.52, -5.84], [-29.34, -4.45, -7.81], [-28.24, -3.04, -7.66], [-28.10, -3.58, -9.99], [-27.84, -5.32, -9.68], [-25.70, -5.65, -10.74], [-24.63, -4.25, -10.84], [-26.21, -4.11, -11.49], [-25.99, -2.19, -10.38], [-24.88, -2.33, -9.04], [-26.50, -1.87, -8.67], [-23.72, -5.23, -8.09], [-25.39, 0.89, -7.76], [-25.32, 0.81, -6.24], [-25.19, 0.77, -5.10], [-24.61, 0.26, -8.18], [-25.14, 1.88, -8.04], [-26.38, 0.64, -8.10]],
  "lowdin_charge": [-0.048, -0.536, -0.011, -0.153, -0.166, -0.153, -0.513, -0.023, -0.036, -0.090, -0.057, 0.095, 0.068, 0.092, 0.089, 0.083, 0.075, 0.120, 0.125, 0.110, 0.130, 0.100, 0.125, 0.077, 0.084, 0.081, 0.078, 0.057, 0.105, 0.117, -0.022, -0.521, -0.040, -0.128, -0.154, -0.142, -0.516, -0.046, -0.038, -0.040, -0.079, 0.064, 0.076, 0.082, 0.058, 0.094, 0.060, 0.112, 0.103, 0.099, 0.098, 0.112, 0.108, 0.070, 0.097, 0.090, 0.079, 0.081, 0.091, 0.049, -0.046, -0.503, -0.034, -0.152, -0.206, -0.103, -0.509, -0.044, -0.037, -0.085, -0.052, 0.084, 0.091, 0.090, 0.085, 0.093, 0.072, 0.130, 0.118, 0.101, 0.114, 0.129, 0.111, 0.094, 0.065, 0.083, 0.063, 0.079, 0.083, 0.009, -0.026, -0.521, -0.055, -0.130, -0.205, -0.158, -0.481, -0.035, -0.045, -0.063, -0.032, 0.093, 0.096, 0.068, 0.054, 0.076, 0.095, 0.131, 0.121, 0.127, 0.091, 0.102, 0.130, 0.080, 0.078, 0.082, 0.091, 0.099, 0.041, 0.031, -0.028, -0.486, -0.052, -0.160, -0.184, -0.119, -0.496, -0.025, -0.028, -0.028, -0.051, 0.082, 0.050, 0.095, 0.083, 0.073, 0.083, 0.125, 0.129, 0.126, 0.084, 0.103, 0.115, 0.074, 0.073, 0.076, 0.050, 0.079, 0.062, 0.091, -0.012, -0.147, 0.181, 0.088, 0.065, 0.043],
  "orbital_gap_ev": 8.51,
  "multiplicity": 1
}